(1)
Here is a structure of composition C43H47Cl2N4O2PbSSi3 from OMol25. Energies are from ωB97M-V with the def2-TZVPD basis set.

Output
HOMO (alpha / beta): -10.65 / -10.46 eV
total charge: +1
LUMO level (alpha / beta): -0.1181 / -0.1742 Ha
orbital gap (alpha / beta): 0.2734 / 0.2101 Ha
F_max: 0.0030 Eh/bohr
ΔE to the lowest compared entry with this formula, charge and spin: 0.0 kJ/mol
multiplicity: 1

Element x y z (Å)
C 1.5082 1.4967 4.3219
H 3.1703 -1.3288 4.8555
Si 0.4088 2.8308 3.5905
H 2.9794 0.3651 -5.8851
C -0.9975 1.9797 2.6852
H 0.9085 4.8590 2.2344
H 5.5913 2.3168 2.5431
C -5.1229 -3.2400 -0.5601
Cl 1.4441 2.2148 -7.0134
C -0.2798 -1.4411 -5.7771
C 0.3878 2.3841 -2.5867
H -1.1704 0.0734 -7.0077
C 1.4302 3.9299 2.4656
C -1.2193 0.5601 3.0245
H -2.2899 1.1965 -5.1037
C 0.1106 3.1696 -4.9175
H 4.6820 -2.1772 4.4389
H -3.5068 2.1997 -0.4219
C 2.7206 0.4576 -4.8396
N -0.5202 -0.3545 2.3374
N 4.3866 0.8118 1.5647
H -3.2908 0.7841 0.6051
H 0.4075 -6.5486 0.0331
H 1.8834 0.8158 3.5521
H -4.2444 2.1638 3.0855
H 0.9592 0.8936 5.0500
H 0.1951 -1.9467 -6.6095
H 4.3151 1.1799 0.6311
C -0.6735 -1.6539 2.6039
H -0.3747 3.8198 -5.6317
C -4.5551 -3.6560 -1.7580
H 3.5325 -4.5558 -2.1048
C -2.5083 -2.4747 -1.2156
C -2.2469 -1.1790 4.3167
H 0.4280 -2.8565 -4.3384
C 1.7453 1.3847 -4.4400
H 2.3629 4.1928 2.9722
H 4.0820 -1.0480 -4.1570
N 4.1997 -0.5565 3.2102
N 2.0339 0.6931 -2.1531
C -4.3930 -2.4440 0.3103
S 2.9185 -1.4091 0.9364
H 3.4124 -0.7687 -1.7722
C 2.5191 -4.5729 -1.7219
C 0.7670 -5.6910 -0.5217
Cl -1.4251 4.3255 -3.0493
H -2.4664 4.9246 0.3911
H -2.0357 0.3097 -2.8245
C 3.3301 -0.3194 -3.8879
H -6.1334 -3.5361 -0.3084
H -4.5833 3.6430 2.1914
H -2.6608 0.9165 4.5794
C -2.8006 1.6874 0.2373
H -0.9853 4.6426 4.5549
C -1.6890 4.4556 1.0001
C -3.0970 -2.0671 -0.0187
C 1.4277 1.4523 -3.0776
H 3.2384 -2.3773 3.4221
C -1.5202 -2.1154 3.5911
C 1.6687 -3.5013 -1.9502
H -0.1019 -2.3335 1.9798
C -1.5228 -0.1805 -3.6484
Pb 0.8738 0.5835 0.3959
Si -0.7518 -1.9875 -1.6334
H -3.5552 3.7031 3.6248
H 2.0365 -2.6524 -2.5166
C -0.3343 3.8650 4.9610
H -0.8075 4.3250 0.3690
H -1.4464 5.1482 1.8085
C 1.0638 2.2654 -5.3480
C 0.3541 -3.4948 -1.4746
H -1.6178 -3.1757 3.7749
C 2.0675 -5.6718 -1.0031
H 0.4501 4.3572 5.5414
C -2.1042 0.1669 4.0327
C 3.8450 -0.3751 1.9217
H -1.0948 -4.6466 -0.3796
C 5.0796 1.3750 2.6208
H 2.7262 -6.5123 -0.8247
C 2.9572 -0.1655 -2.5499
H -2.5289 -1.4423 0.6606
O 0.0726 2.4388 -1.3941
Si -2.3207 2.8218 1.6429
H -0.9254 3.2547 5.6471
C -0.2313 3.2349 -3.5824
C -0.7571 -1.3287 -3.3982
C -0.0779 -4.6131 -0.7561
H -1.9480 1.3785 -0.3747
H -4.8341 -2.1163 1.2444
C 4.9592 0.5161 3.6491
H 5.3445 0.5644 4.6518
O -0.2713 -0.8501 -0.5929
C -3.2609 -3.2749 -2.0794
C 3.7990 -1.6823 4.0401
H -2.9262 -1.4979 5.0970
C -3.8095 3.1061 2.7464
H 1.6841 3.4510 1.5173
H -5.1237 -4.2749 -2.4404
C -1.0452 -0.3074 -6.0013
C -0.1445 -1.9480 -4.4877
C -1.6709 0.3238 -4.9318
H -2.8324 -3.6036 -3.0217
H 2.3667 1.9450 4.8289

Löwdin population analysis, charges in e, atoms 1 to 99: C -0.163; H 0.097; Si 0.442; H 0.102; C -0.234; H 0.027; H 0.125; C -0.085; Cl 0.800; C -0.081; C -0.363; H 0.104; C -0.172; C -0.392; H 0.110; C -0.121; H 0.102; H 0.049; C 0.000; N -0.008; N 0.078; H 0.030; H 0.104; H 0.005; H 0.029; H 0.045; H 0.107; H 0.150; C -0.134; H 0.119; C -0.080; H 0.103; C -0.230; C -0.038; H 0.097; C -0.161; H 0.036; H 0.120; N -0.119; N 0.079; C -0.082; S 0.606; H 0.067; C -0.085; C -0.079; Cl 0.799; H 0.039; H 0.108; C -0.016; H 0.103; H 0.040; H 0.116; C -0.150; H 0.031; C -0.170; C -0.098; C -0.142; H 0.060; C -0.045; C -0.121; H 0.109; C -0.088; Pb 1.253; Si 0.456; H 0.033; H 0.074; C -0.161; H 0.019; H 0.030; C -0.578; C -0.212; H 0.112; C -0.084; H 0.039; C -0.014; C -0.785; H 0.100; C -0.052; H 0.104; C -0.129; H 0.069; O -0.090; Si 0.457; H 0.036; C -0.565; C -0.210; C -0.084; H -0.006; H 0.101; C -0.046; H 0.134; O -0.518; C -0.086; C -0.007; H 0.116; C -0.162; H 0.001; H 0.104; C -0.098



(2)
Here is a structure of composition C43H47IN5OPRhS2 from OMol25. Energies are from ωB97M-V with the def2-TZVPD basis set.

Output
HOMO (alpha / beta): -10.73 / -13.34 eV
total charge: +2
LUMO level (alpha / beta): -0.1728 / -0.2702 Ha
orbital gap (alpha / beta): 0.2217 / 0.2200 Ha
F_max: 0.0077 Eh/bohr
multiplicity: 6
expectation value of S²: 8.79

Element x y z (Å)
C 1.5338 3.4620 -1.5709
C -1.4227 -0.0442 4.0972
H 4.5843 -5.9718 -0.4093
Rh 0.1874 -0.0747 -1.2616
C -5.7573 -0.0707 -1.6919
H 6.6825 2.0387 -0.9450
C 0.8911 -2.8060 0.5977
C -2.6516 3.3000 1.5048
C -3.6538 -1.1847 -1.4953
H -3.1598 1.7020 -2.9887
H 5.1238 0.4399 -2.0007
C 4.2389 -5.1400 0.2071
H -4.0233 -0.2201 1.9293
C -5.1069 0.9879 -2.3058
H 1.9137 6.8261 -0.9705
C -0.7213 3.0509 0.0745
C -0.9798 -5.7687 2.3651
C 1.2292 4.8968 -1.4782
H 4.2820 -3.9331 -1.5645
S 1.3034 0.3019 3.4241
H 0.2228 5.2250 -1.7014
H 2.8574 0.8920 0.2369
H -3.0660 4.1024 -5.9128
C 0.0909 3.4696 1.1282
C -0.4104 0.0964 3.1599
O -1.7422 -0.1941 -2.2941
C 2.1555 5.7766 -1.0710
P 0.0456 2.4213 -1.4544
H -3.5345 -0.2645 4.3446
C 2.9152 3.0292 -1.5395
C 3.6003 -4.1161 -0.7290
C 1.5343 0.3908 1.6970
N 0.4579 0.2518 0.9781
H -1.2611 -5.1526 0.3119
H -2.2680 3.9767 3.5034
H -6.8279 -0.0461 -1.5429
H -3.2042 5.3882 -3.8046
H -2.1904 0.0267 0.2793
C -3.7426 0.9364 -2.4968
C -2.4843 3.7972 -5.0529
H -3.7230 3.2362 1.6464
C -1.3572 -3.3825 1.5170
H 3.7437 -6.6099 1.7183
C 3.4827 5.3252 -0.7743
C -2.7244 -0.1623 3.6349
H -5.4817 -2.0270 -0.8220
C -1.4022 -5.4325 3.7918
H 3.5184 0.8352 1.8072
H -2.7471 2.6251 -0.5193
C 3.8825 3.9839 -1.0224
C -2.5641 4.5178 -3.8685
H 1.1644 3.5552 0.9887
H 0.1114 -5.7273 2.2777
C 3.4378 1.8051 -1.9235
H 2.4616 -3.0858 1.7987
N 0.0712 -3.0781 1.6102
C -0.9005 2.3049 -4.0354
H -1.8807 4.7139 -1.8547
H -2.7024 -5.0182 1.3053
H -1.7648 -2.7952 0.6998
N -3.0431 -0.1348 -2.0817
C 5.6525 2.3119 -1.1304
C -2.0972 2.9626 0.2780
H 3.0004 -2.0554 -0.8888
H -2.4893 -5.4551 3.8940
C 3.3250 -5.6960 1.2985
H 0.5012 -3.3118 2.4951
C -0.4622 3.7957 2.3561
C -0.6708 0.1055 1.7885
H 3.1978 -5.0068 2.1383
C -5.0138 -1.1713 -1.2874
C -0.9768 3.0191 -2.8382
H -1.0675 -4.4383 4.1045
H -1.8146 -3.0218 2.4381
H 2.3354 -5.9380 0.9018
C -1.6186 -4.8698 1.3057
H 2.6834 -4.5230 -1.1657
C 4.7943 1.4257 -1.7040
H -2.9873 -1.9945 -1.2335
S 0.2822 -2.5631 -1.0070
C -1.8111 4.1365 -2.7668
C -1.8359 3.7124 2.5472
C -1.6473 2.6927 -5.1370
N 2.1960 -2.7944 0.8689
H 5.8822 4.3199 -0.3714
H 5.1394 -4.7123 0.6587
H -0.2727 1.4264 -4.1032
I 2.3831 0.3416 -2.9911
C -2.9980 -0.1388 2.2681
H -1.5786 2.1313 -6.0594
N 2.7734 0.5600 1.1881
H -1.2469 -6.8026 2.1423
H 0.1789 4.1304 3.1618
H 4.2316 6.0309 -0.4419
H 4.1529 -2.3505 0.4049
C -1.9795 -0.0069 1.3405
H -5.6478 1.8564 -2.6537
H -1.2075 -0.0502 5.1577
C 5.1949 3.6012 -0.7987
H -0.9884 -6.1479 4.5013
C 3.2825 -2.7596 -0.1116

Löwdin population analysis, charges in e, atoms 1 to 99: C -0.245; C -0.066; H 0.113; Rh 0.555; C -0.022; H 0.122; C -0.731; C -0.065; C -0.007; H 0.111; H 0.086; C -0.244; H 0.111; C -0.004; H 0.121; C -0.362; C -0.254; C -0.087; H 0.120; S 1.127; H 0.095; H 0.058; H 0.116; C -0.094; C -0.466; O -0.277; C -0.049; P 0.989; H 0.115; C -0.226; C -0.196; C -0.696; N -0.020; H 0.109; H 0.116; H 0.125; H 0.116; H 0.074; C 0.010; C -0.056; H 0.116; C -0.211; H 0.081; C 0.030; C -0.065; H 0.126; C -0.099; H 0.112; H 0.094; C -0.172; C -0.056; H 0.108; H 0.088; C -0.609; H 0.133; N 0.044; C -0.129; H 0.106; H 0.122; H 0.061; N -0.184; C -0.052; C -0.107; H 0.043; H 0.084; C -0.104; H 0.148; C -0.056; C -0.329; H 0.056; C -0.012; C -0.373; H 0.060; H 0.116; H 0.071; C -0.184; H 0.105; C -0.177; H 0.127; S 0.660; C -0.101; C -0.054; C -0.060; N 0.028; H 0.125; H 0.112; H 0.049; I 1.170; C -0.069; H 0.117; N 0.148; H 0.115; H 0.115; H 0.121; H 0.127; C -0.056; H 0.127; H 0.119; C 0.002